Computed, not measured: an isolated molecule of C22H27N5O6 in a non-equilibrium geometry, with the ωB97M-V functional and the def2-TZVPD basis.

```
! RIJCOSX wB97M-V def2-TZVPD def2/J DEFGRID3
* xyz 0 1
C 0.4623 -3.7118 2.1866
H -0.1100 -4.4092 2.7957
O 0.2137 -2.4373 2.7384
C 0.8509 -1.3688 2.1983
C 0.6658 -0.1484 2.8348
C 1.2854 1.0055 2.3719
C 2.1041 0.9661 1.2262
C 2.2742 -0.2668 0.5984
C 1.6714 -1.4129 1.0714
H 1.8436 -2.3382 0.5471
H 2.8894 -0.3151 -0.2839
N 2.6706 2.1291 0.7255
C 3.0717 2.3675 -0.5544
O 3.1877 1.5151 -1.4139
C 3.2713 3.8509 -0.8628
N 2.1967 4.3633 -1.6951
C 2.2251 3.8790 -3.0592
H 2.2770 2.7866 -3.1497
H 3.1149 4.2885 -3.5422
H 1.3497 4.2482 -3.5911
C 0.9098 4.4584 -1.0390
C 0.2812 3.1968 -0.4277
O -0.0411 3.1668 0.7446
N 0.1043 2.1652 -1.2880
C -0.4095 0.8935 -0.9801
C -0.0817 -0.1781 -1.8042
C -0.5820 -1.4369 -1.5539
C -1.4495 -1.6787 -0.4811
C -1.7563 -0.5943 0.3447
C -1.2477 0.6660 0.1032
H -1.5124 1.4776 0.7592
H -2.4109 -0.7104 1.1925
N -1.8940 -2.9761 -0.2277
C -2.3654 -3.7883 -1.3373
H -1.7981 -3.5826 -2.2420
C -3.8547 -3.5176 -1.5965
H -4.2401 -4.1766 -2.3762
O -4.6323 -3.7714 -0.4488
C -4.1999 -2.9842 0.6419
C -2.7186 -3.2473 0.9373
H -2.3726 -2.6684 1.7916
H -2.5995 -4.3114 1.1709
H -4.8256 -3.2696 1.4888
H -4.3554 -1.9187 0.4149
H -3.9785 -2.4685 -1.9111
H -2.2318 -4.8409 -1.0662
H -0.2774 -2.2462 -2.1994
H 0.5874 -0.0268 -2.6391
H 0.5108 2.2438 -2.2092
H 1.0122 5.1686 -0.2105
H 0.1964 4.8796 -1.7537
H 4.2044 3.9749 -1.4186
H 3.3136 4.4447 0.0528
H 2.5579 2.9247 1.3574
N 1.0389 2.2081 3.1127
O 0.0995 2.2241 3.8706
O 1.8187 3.1408 2.9818
H 0.0370 -0.0926 3.7094
H 1.5243 -3.9691 2.2452
H 0.1232 -3.7697 1.1484
*
```

Properties
SMILES string: COc1ccc(NC(=O)CN(C)CC(=O)Nc2ccc(N3CCOCC3)cc2)c([N+](=O)[O-])c1
Kohn-Sham gap in eV: 7.2
HOMO in Ha: -0.27532
Relative energy (zero: lowest compared OMol25 entry of this formula, charge and spin) in eV: 3.003

Computed, not measured: an isolated molecule of C22H27N7O3 in a non-equilibrium geometry, with the ωB97M-V functional and the def2-TZVPD basis.

```
! RIJCOSX wB97M-V def2-TZVPD def2/J DEFGRID3
* xyz 0 1
C -5.0821 -2.4932 -0.8167
C -4.4165 -1.6826 0.2859
H -4.4954 -0.6120 0.0665
H -4.8655 -1.8949 1.2585
O -3.0399 -2.0283 0.4330
C -2.1775 -1.4693 -0.4291
O -2.5095 -0.6686 -1.2707
C -0.7853 -1.9315 -0.2157
C 0.2209 -1.3684 -0.9951
C 1.5333 -1.7981 -0.8406
C 1.8226 -2.8001 0.0877
C 0.8179 -3.3499 0.8607
C -0.4883 -2.9195 0.7195
H -1.2774 -3.3454 1.3178
H 1.0602 -4.1189 1.5784
H 2.8428 -3.1361 0.2111
N 2.5998 -1.2555 -1.5578
C 2.6489 -0.0626 -2.2304
O 1.6813 0.5941 -2.5331
C 4.0779 0.3716 -2.5102
H 4.7090 -0.4917 -2.7248
C 4.6259 1.1236 -1.2769
C 4.4217 0.3417 -0.0325
N 5.1974 -0.5842 0.4883
N 4.6074 -1.1076 1.5597
C 3.4420 -0.5070 1.7092
C 2.3592 -0.6698 2.5995
C 1.2490 0.0788 2.3892
C 1.1949 1.0246 1.3010
N 2.2262 1.2010 0.4964
N 3.2853 0.4284 0.7071
N 0.0847 1.7341 1.0170
C -0.9702 2.0494 1.9490
H -0.9301 1.4072 2.8266
C -2.3268 1.9039 1.2627
N -2.3886 2.7988 0.1245
C -3.6902 2.7705 -0.5084
H -3.9253 1.7859 -0.9385
H -3.7091 3.5100 -1.3070
H -4.4519 3.0297 0.2263
C -1.3408 2.4467 -0.8229
C 0.0335 2.5617 -0.1716
H 0.7973 2.2190 -0.8682
H 0.2281 3.6063 0.1001
H -1.3899 3.1392 -1.6649
H -1.4820 1.4248 -1.2065
H -3.1176 2.1752 1.9673
H -2.4687 0.8503 0.9655
H -0.8572 3.0936 2.2736
H 0.3896 -0.0536 3.0241
H 2.4342 -1.3918 3.3955
H 4.0899 2.0686 -1.1711
H 5.6896 1.3158 -1.4153
H 4.0815 1.0446 -3.3672
H 3.4913 -1.6928 -1.3580
H -0.0228 -0.6006 -1.7110
H -4.9672 -3.5570 -0.6232
H -6.1400 -2.2506 -0.8585
H -4.6278 -2.2573 -1.7759
*
```

Properties
SMILES string: CCOC(=O)c1cccc(NC(=O)CCc2nnc3ccc(N4CCN(C)CC4)nn23)c1
Kohn-Sham gap in eV: 8.5
HOMO in Ha: -0.30348
Relative energy (zero: lowest compared OMol25 entry of this formula, charge and spin) in eV: 0.000

Computed, not measured: an isolated molecule of C22H27NO, with the ωB97M-V functional and the def2-TZVPD basis.

```
! RIJCOSX wB97M-V def2-TZVPD def2/J DEFGRID3
* xyz 0 1
C 3.8492 5.1080 -2.0428
C 2.8862 4.2873 -2.8926
C 2.1609 3.1996 -2.1006
H 1.3897 2.7570 -2.7367
H 1.6623 3.6520 -1.2400
C 3.0928 2.0825 -1.6178
C 2.3210 1.0111 -0.9180
C 2.2453 -0.2443 -1.3259
C 1.4692 -1.3430 -0.6568
N 0.6151 -0.8524 0.4097
C 0.5989 -1.4012 1.6446
O 1.3730 -2.2663 1.9945
C -0.4956 -0.8470 2.5400
C -1.8346 -1.5219 2.1963
C -2.9232 -0.9935 3.0862
C -3.6577 0.1262 2.7178
C -4.6330 0.6377 3.5553
C -4.8846 0.0356 4.7760
C -4.1564 -1.0799 5.1534
C -3.1815 -1.5888 4.3143
H -2.6151 -2.4598 4.6113
H -4.3493 -1.5550 6.1042
H -5.6464 0.4333 5.4300
H -5.1985 1.5077 3.2543
H -3.4683 0.5988 1.7637
H -1.7273 -2.5997 2.3314
H -2.0821 -1.3333 1.1484
H -0.5821 0.2343 2.4161
H -0.2376 -1.0631 3.5770
H -0.0950 -0.1872 0.1475
C 0.6137 -2.1041 -1.6497
C -0.0798 -1.4245 -2.6433
C -0.9060 -2.1111 -3.5152
C -1.0521 -3.4829 -3.3968
C -0.3708 -4.1648 -2.4027
C 0.4571 -3.4784 -1.5318
H 0.9842 -4.0073 -0.7513
H -0.4848 -5.2344 -2.3053
H -1.6968 -4.0190 -4.0776
H -1.4374 -1.5748 -4.2879
H 0.0367 -0.3534 -2.7356
H 2.1676 -2.0390 -0.1733
H 2.7781 -0.5648 -2.2116
H 1.7979 1.3274 -0.0247
H 3.8265 2.4993 -0.9242
H 3.6275 1.6596 -2.4705
H 3.4326 3.8270 -3.7190
H 2.1387 4.9574 -3.3244
H 3.3299 5.5430 -1.1913
H 4.6659 4.4940 -1.6723
H 4.2760 5.9163 -2.6322
*
```

Properties
SMILES string: CCCC/C=C/[C@@H](NC(=O)CCc1ccccc1)c1ccccc1
Kohn-Sham gap in eV: 9.7
HOMO in Ha: -0.33167
Relative energy (zero: lowest compared OMol25 entry of this formula, charge and spin) in eV: 0.101

Computed, not measured: a cluster of 2 separate species, C22H27NO2 in total in a non-equilibrium geometry, with the ωB97M-V functional and the def2-TZVPD basis.

```
! RIJCOSX wB97M-V def2-TZVPD def2/J DEFGRID3
* xyz 0 1
C -1.3473 -3.1520 -0.3733
C -1.5680 -2.2999 -1.6155
N -1.8331 -0.8849 -1.3240
C -3.2287 -0.4614 -1.4401
C -3.6732 -0.1650 -2.8604
C -0.8817 0.0574 -0.9743
C 0.4922 -0.4011 -0.8807
C 1.5976 0.3746 -1.3226
C 2.9400 -0.3302 -1.4937
C 3.0639 -1.6943 -1.7980
C 4.3275 -2.2854 -1.9583
C 5.4865 -1.5079 -1.8432
C 5.3761 -0.1352 -1.5711
C 4.1153 0.4449 -1.4091
O 1.5480 1.5974 -1.5781
O -1.2674 1.2244 -0.7578
H -1.1474 -4.1847 -0.6769
H -0.5021 -2.7925 0.2203
H -2.2432 -3.1445 0.2591
H -0.6999 -2.3757 -2.2881
H -2.4542 -2.6545 -2.1588
H -3.8391 -1.2659 -1.0108
H -3.3462 0.4422 -0.8358
H -4.7205 0.1552 -2.8541
H -3.0683 0.6512 -3.2674
H -3.5813 -1.0408 -3.5089
H 0.6433 -1.4694 -0.7575
H 2.1570 -2.2928 -1.9084
H 4.4041 -3.3538 -2.1687
H 6.4724 -1.9599 -1.9590
H 6.2703 0.4883 -1.4787
H 4.0239 1.5136 -1.2122
C 0.1953 3.2404 0.8395
C 0.3511 2.0495 1.7052
C 1.7410 1.6190 1.9728
C -0.7599 1.5375 2.4170
C -0.6850 0.3261 3.1793
C -1.7706 -0.1281 3.9197
C -2.9781 0.5805 3.9284
C -3.0862 1.7701 3.1961
C -2.0079 2.2426 2.4596
H -0.7315 3.1967 0.2616
H 0.2105 4.1655 1.4378
H 1.0087 3.2745 0.1091
H 1.8222 0.6380 2.4431
H 2.3041 1.6012 1.0327
H 2.2401 2.3525 2.6269
H 0.2431 -0.2484 3.1687
H -1.6751 -1.0557 4.4868
H -3.8268 0.2186 4.5106
H -4.0160 2.3395 3.2010
H -2.0954 3.1827 1.9102
*
```

Properties
Kohn-Sham gap in eV: 4.2
HOMO in Ha: -0.24135
Relative energy (zero: lowest compared OMol25 entry of this formula, charge and spin) in eV: 3.895

Computed, not measured: an isolated molecule of C22H27NO2S, with the ωB97M-V functional and the def2-TZVPD basis.

```
! RIJCOSX wB97M-V def2-TZVPD def2/J DEFGRID3
* xyz 0 1
C -1.0410 1.9896 2.3550
H -1.4619 2.0496 3.3568
O -0.7410 3.3153 1.9750
C -0.3714 3.4593 0.6318
C 0.9692 2.8037 0.2796
H 1.4843 2.4741 1.1821
H 1.6112 3.4833 -0.2804
S 0.6996 1.3315 -0.7771
C 2.4029 0.7788 -0.8573
C 3.2337 1.2336 -1.8672
C 4.5544 0.8216 -1.9048
C 5.0401 -0.0419 -0.9363
C 4.2063 -0.5025 0.0683
C 2.8771 -0.1032 0.1073
C 1.9658 -0.5134 1.2286
O 1.8544 0.1857 2.2223
N 1.3254 -1.6878 1.0746
C 1.2877 -2.4471 -0.1520
H 2.1077 -2.1402 -0.8028
C -0.0566 -2.2398 -0.8522
C -1.2105 -2.6242 0.0756
C -1.0808 -1.8515 1.3895
C 0.2952 -2.0731 2.0154
H 0.4153 -1.4636 2.9126
H 0.4360 -3.1284 2.2738
H -1.8544 -2.1640 2.0925
H -1.2032 -0.7861 1.1918
H -1.1362 -3.6975 0.2932
C -2.5799 -2.3819 -0.5903
C -2.8595 -0.9301 -0.8619
C -3.5392 -0.1553 0.0708
C -3.7750 1.1887 -0.1594
C -3.3305 1.7806 -1.3294
C -2.6639 1.0166 -2.2712
C -2.4369 -0.3285 -2.0409
H -1.9300 -0.9187 -2.7905
H -2.3198 1.4690 -3.1894
H -3.5109 2.8307 -1.5087
H -4.3062 1.7758 0.5762
H -3.8911 -0.6095 0.9866
H -3.3558 -2.7814 0.0667
H -2.6093 -2.9407 -1.5285
H -0.0857 -2.8403 -1.7631
H -0.1462 -1.1875 -1.1260
H 1.4196 -3.5063 0.1007
H 4.5800 -1.1733 0.8279
H 6.0723 -0.3575 -0.9628
H 5.2055 1.1779 -2.6890
H 2.8407 1.9066 -2.6140
H -1.1583 3.0543 -0.0264
H -0.3064 4.5391 0.4742
H -0.1460 1.3607 2.3820
H -1.7768 1.5494 1.6708
*
```

Properties
SMILES string: COCCSc1ccccc1C(=O)N1CCC(Cc2ccccc2)CC1
Kohn-Sham gap in eV: 9.4
HOMO in Ha: -0.32000
Relative energy (zero: lowest compared OMol25 entry of this formula, charge and spin) in eV: 0.000

Computed, not measured: a structure of composition C22H28AsClCoN2O4PS in a non-equilibrium geometry, with the ωB97M-V functional and the def2-TZVPD basis.

```
! RIJCOSX wB97M-V def2-TZVPD def2/J DEFGRID3
* xyz 2 1
Co -0.0863 0.3908 0.3658
Cl 4.8651 -5.0769 0.7592
C 3.5582 -3.9766 0.7550
C 2.2486 -4.4398 0.9935
C 1.1953 -3.5737 0.9557
C 1.3789 -2.1872 0.6872
O 0.3688 -1.4154 0.6018
C 2.7264 -1.7092 0.5040
C 3.0125 -0.3141 0.3763
N 2.1365 0.6351 0.3211
C 2.5003 1.9781 0.3788
C 3.7648 2.4932 0.1438
C 4.0392 3.8522 0.3321
C 3.0539 4.7220 0.7185
C 1.7410 4.2550 0.9367
C 0.6879 5.0998 1.3414
C -0.5650 4.5720 1.5207
C -0.7664 3.2048 1.3031
N 0.2026 2.3848 0.9356
C 1.4544 2.8759 0.7494
C 3.7820 -2.6260 0.5298
H 2.0828 -5.4862 1.1985
H 0.1846 -3.9102 1.1332
H 4.0783 -0.0733 0.3967
H 4.5643 1.8574 -0.2006
H 5.0455 4.2082 0.1720
H 3.2619 5.7739 0.8420
H 0.8811 6.1501 1.5008
H -1.3967 5.1883 1.8186
H -1.7471 2.7665 1.4489
H 4.7918 -2.2780 0.3684
C -2.1553 2.1067 -2.0970
As -0.6295 0.8926 -1.9408
C -1.0515 -0.3803 -3.3694
C 0.7443 1.9555 -2.8444
S -2.4144 0.1416 0.9769
H -2.3263 2.3184 -3.1558
H -1.9520 3.0432 -1.5759
H -3.0531 1.6591 -1.6699
H -1.4050 0.1858 -4.2355
H -1.8279 -1.0732 -3.0517
H -0.1628 -0.9487 -3.6435
H 0.3165 2.4319 -3.7292
H 1.5708 1.3125 -3.1448
H 1.1306 2.7283 -2.1814
C -5.1765 -1.6965 0.1599
O -4.0716 -2.3113 0.8247
P -2.5699 -1.8367 0.7275
O -2.0022 -2.2706 -0.6823
C -2.0908 -3.6426 -1.1177
O -1.8917 -2.7659 1.7986
C -2.2657 -2.6588 3.1820
H -6.0374 -2.3178 0.3962
H -5.0196 -1.6714 -0.9171
H -5.3358 -0.6891 0.5402
H -2.2891 -3.6300 -2.1892
H -2.8943 -4.1673 -0.5997
H -1.1383 -4.1309 -0.9256
H -1.8226 -3.5144 3.6849
H -3.3485 -2.6824 3.2898
H -1.8747 -1.7318 3.6013
*
```

Properties
Kohn-Sham gap (spin up / spin down) in eV: 5.3 / 5.1
HOMO (spin up / spin down) in Ha: -0.48452 / -0.48392
Relative energy (zero: lowest compared OMol25 entry of this formula, charge and spin) in eV: 1.680

Computed, not measured: a cluster of 6 separate species, C22H28BCl20FI2NO6P in total in a non-equilibrium geometry, with the ωB97M-V functional and the def2-TZVPD basis.

```
! RIJCOSX wB97M-V def2-TZVPD def2/J DEFGRID3
* xyz 0 1
C 4.3941 4.2246 0.5873
C 2.9531 4.4718 0.1304
P 1.9469 2.9593 0.4507
C 1.5720 3.1651 2.2402
C 0.2858 3.2343 -0.4698
O -0.6356 3.8491 0.4458
C 0.4725 4.2849 -1.5647
O 0.6758 5.4532 -1.4177
O 0.3089 3.7159 -2.7884
C 0.3772 2.2677 -2.6509
C 1.8878 1.9200 -2.6806
C 2.7232 2.9107 -3.4302
O 3.6867 3.4511 -3.0065
F 2.3543 3.1025 -4.7015
C -0.2903 1.7983 -3.9722
C -0.7537 0.3738 -4.1624
O -1.8065 0.1429 -4.7148
N 0.1344 -0.6472 -3.7266
C 1.1159 -0.9119 -4.8086
C -0.6272 -1.8902 -3.4617
C -0.3535 2.0492 -1.2592
B -1.8872 2.4842 -1.6751
C -3.0042 1.5217 -2.1971
O -2.2371 3.8188 -1.6239
C -0.3880 0.5948 -0.7164
I 1.4886 -0.5192 -0.4308
C -1.2016 0.2462 0.5538
C -1.7017 1.3391 1.4765
I -2.8499 -1.1104 0.1264
H 4.5332 4.4513 1.6435
H 4.7372 3.2159 0.3650
H 5.0498 4.9061 0.0428
H 2.5361 5.3048 0.6999
H 2.9389 4.7342 -0.9202
H 0.5267 3.3423 2.4723
H 2.1426 4.0115 2.6266
H 1.9388 2.2756 2.7484
H -0.1964 4.6353 0.7931
H 2.0162 0.9614 -3.1818
H 2.3505 1.8104 -1.7069
H 0.4773 1.9258 -4.7413
H -1.0919 2.4666 -4.2777
H 0.6876 -0.7526 -5.8005
H 2.0122 -0.3037 -4.6973
H 1.4239 -1.9529 -4.7500
H -1.5438 -1.6797 -2.9187
H -0.8600 -2.4216 -4.3839
H 0.0191 -2.5315 -2.8615
H -3.3697 1.9344 -3.1434
H -3.8556 1.5621 -1.5152
H -2.7620 0.4820 -2.3774
H -2.3544 4.1942 -2.5054
H -0.7894 -0.0110 -1.5182
H -0.5954 -0.4162 1.1556
H -2.4047 0.8941 2.1803
H -0.8707 1.7014 2.0766
H -2.2144 2.1552 0.9831
C -1.5132 -3.4162 3.5016
Cl -0.6503 -4.4522 4.6659
Cl -0.3264 -2.6700 2.4350
Cl -2.6192 -4.4205 2.5664
Cl -2.4231 -2.1600 4.3341
C -1.7732 -2.4842 8.9464
Cl -0.4383 -2.1613 10.0569
Cl -1.1534 -3.2068 7.4611
Cl -2.9207 -3.5882 9.7058
Cl -2.5923 -0.9661 8.5536
C -2.4762 -7.7419 7.9880
Cl -4.2128 -7.8533 7.6913
Cl -1.7996 -6.4408 7.0033
Cl -2.1898 -7.4084 9.6973
Cl -1.7037 -9.2714 7.5557
C 4.1195 -2.8853 2.7806
Cl 5.6306 -3.5771 3.3749
Cl 4.2247 -2.6661 1.0296
Cl 2.7795 -3.9689 3.1559
Cl 3.8407 -1.3210 3.5518
C -2.1901 -4.5080 -6.6211
Cl -1.1489 -4.8968 -5.2450
Cl -3.1644 -3.0929 -6.2268
Cl -1.1829 -4.1557 -8.0289
Cl -3.2386 -5.8823 -6.9730
*
```

Properties
SMILES string: CCP(C)[C@@]1(O)C(=O)O[C@](CC(=O)F)(CC(=O)N(C)C)[C@@]1(B(C)O)[C@@H](I)[C@@H](C)I.ClC(Cl)(Cl)Cl.ClC(Cl)(Cl)Cl.ClC(Cl)(Cl)Cl.ClC(Cl)(Cl)Cl.ClC(Cl)(Cl)Cl
Kohn-Sham gap in eV: 8.1
HOMO in Ha: -0.30061

Computed, not measured: a structure of composition C22H28BMgN7S in a non-equilibrium geometry, with the ωB97M-V functional and the def2-TZVPD basis.

```
! RIJCOSX wB97M-V def2-TZVPD def2/J DEFGRID3
* xyz 0 1
Mg 0.0950 -0.7286 0.0149
C 3.1027 -0.6484 -2.0599
C 2.5791 0.6731 -1.5371
C 3.1352 1.9563 -1.3786
C 2.1623 2.7243 -0.7134
C 2.2108 4.1305 -0.3153
N 1.0535 1.9932 -0.5407
N 1.3386 0.6821 -1.0424
B -0.3662 2.2967 0.0713
N -1.4851 1.5705 -0.8513
N -1.4589 0.1257 -1.0606
C -2.4149 -0.1523 -1.9759
C -2.6342 -1.5503 -2.5129
C -3.0863 1.0310 -2.3145
C -2.4898 2.0631 -1.5406
C -2.7747 3.5127 -1.4826
N -0.4818 1.6895 1.5696
N -0.6103 0.3018 1.7201
C -0.8184 0.0222 3.0150
C -0.9852 -1.4267 3.4138
C -0.8383 1.2275 3.7599
C -0.6131 2.2407 2.7892
C -0.4139 3.7014 2.9712
H 4.0182 -0.4948 -2.6500
H 2.3214 -1.1410 -2.7209
H 3.2450 -1.3504 -1.2070
H 4.1362 2.3190 -1.6106
H 3.0406 4.6593 -0.8224
H 2.3508 4.2798 0.7819
H 1.2285 4.6160 -0.5995
H -0.5424 3.4655 0.1897
H -1.7011 -2.0279 -2.8843
H -3.4042 -1.4682 -3.3006
H -3.0837 -2.2020 -1.7076
H -3.9488 1.1254 -2.9751
H -3.5057 3.8318 -2.2607
H -1.8230 4.0648 -1.6562
H -3.1693 3.8265 -0.4657
H -1.6783 -1.9455 2.7173
H -1.3885 -1.5251 4.4310
H 0.0139 -1.9071 3.3557
H -0.9132 1.3548 4.8296
H -0.7199 4.0527 3.9777
H -0.9586 4.2817 2.2010
H 0.6669 3.9544 2.7875
C -0.6204 -4.9116 0.5316
C 0.7284 -5.1120 0.7984
C 1.6669 -4.8875 -0.1807
C 1.2439 -4.5317 -1.4627
C -0.0848 -4.2849 -1.7266
C -1.0291 -4.4300 -0.7118
H -1.3494 -5.0834 1.3271
H 1.0180 -5.4253 1.8156
H 2.7162 -5.0413 0.0589
H 1.9959 -4.4031 -2.2311
H -0.3832 -3.8669 -2.6787
H -2.0688 -4.0911 -0.8624
S 3.5695 -0.3942 2.5211
C 2.5209 -1.1195 1.5390
N 1.6849 -1.6231 0.8522
*
```

Properties
Kohn-Sham gap in eV: 8.2
HOMO in Ha: -0.28759
Relative energy (zero: lowest compared OMol25 entry of this formula, charge and spin) in eV: 0.000

Number 1: electronic energy -1579.674011 a.u.. Number 2: electronic energy -1463.575554 a.u.. Number 3: electronic energy -984.527024 a.u.. Number 4: electronic energy -1059.657647 a.u.. Number 5: electronic energy -1457.961782 a.u.. Number 6: electronic energy -6083.438492 a.u.. Number 7: electronic energy -11626.552945 a.u.. Number 8: electronic energy -1861.754390 a.u..